No. 1
Here is C40H33As2CrNO2S2 as an isolated structure from the OMol25 dataset. Energies are from ωB97M-V/def2-TZVPD.

energy above the lowest of the compared OMol25 structures with the same formula, charge and spin	0.0	kJ/mol
2S+1	2
net charge	+1
calculated total energy	-219365.9627	eV
M	825.7	g/mol

Each line ends with the Mulliken spin population.
Element x y z (Å)
Cr: 0.487 0.447 0.928  1.1158
C: -2.992 0.348 0.703  -0.0010
C: -2.554 -0.996 0.115  -0.0012
As: -0.973 -1.664 1.066  -0.0124
C: -1.721 -2.867 2.359  0.0010
C: -2.637 -2.365 3.280  0.0008
C: -3.242 -3.219 4.189  0.0000
C: -2.921 -4.570 4.188  -0.0008
C: -1.994 -5.063 3.282  -0.0002
C: -1.386 -4.214 2.364  -0.0015
C: -0.153 -2.863 -0.203  -0.0026
C: 1.181 -3.202 -0.010  -0.0047
C: 1.821 -4.040 -0.915  0.0024
C: 1.131 -4.526 -2.016  -0.0002
C: -0.207 -4.196 -2.201  0.0003
C: -0.853 -3.370 -1.292  0.0001
As: -1.608 1.706 0.519  0.0075
C: -1.785 2.385 -1.266  0.0072
C: -0.768 3.193 -1.769  -0.0057
C: -0.833 3.660 -3.075  0.0003
C: -1.907 3.313 -3.882  -0.0003
C: -2.924 2.514 -3.380  0.0003
C: -2.866 2.050 -2.072  -0.0028
C: -2.213 3.111 1.672  -0.0027
C: -2.563 2.793 2.982  -0.0008
C: -2.932 3.799 3.861  0.0002
C: -2.936 5.121 3.437  -0.0014
C: -2.577 5.436 2.135  0.0007
C: -2.212 4.433 1.248  -0.0010
H: -3.154 0.265 1.778  -0.0024
H: -3.929 0.700 0.274  0.0006
H: -2.271 -0.903 -0.933  -0.0009
H: -3.355 -1.730 0.200  -0.0001
H: -2.884 -1.311 3.302  -0.0021
H: -3.956 -2.828 4.902  0.0000
H: -3.392 -5.238 4.897  0.0000
H: -1.739 -6.115 3.284  0.0000
H: -0.669 -4.613 1.659  -0.0001
H: 1.729 -2.817 0.844  0.0032
H: 2.857 -4.310 -0.758  0.0001
H: 1.632 -5.165 -2.731  0.0000
H: -0.751 -4.587 -3.051  0.0000
H: -1.900 -3.137 -1.436  0.0000
H: 0.077 3.465 -1.148  -0.0004
H: -0.039 4.285 -3.463  0.0000
H: -1.953 3.668 -4.903  0.0000
H: -3.768 2.252 -4.004  0.0000
H: -3.673 1.435 -1.697  0.0000
H: -2.548 1.766 3.330  0.0005
H: -3.212 3.551 4.877  0.0000
H: -3.219 5.907 4.125  -0.0001
H: -2.582 6.467 1.804  0.0000
H: -1.947 4.688 0.230  0.0000
S: 0.586 0.950 3.189  -0.0430
C: 2.184 0.352 2.838  0.0114
N: 2.319 -0.182 1.657  -0.0259
C: 3.646 -0.455 1.344  0.0098
C: 4.118 -0.975 0.141  0.0021
C: 5.474 -1.202 0.021  -0.0005
C: 6.351 -0.924 1.079  -0.0004
C: 5.887 -0.406 2.272  0.0009
C: 4.519 -0.167 2.391  -0.0026
S: 3.641 0.505 3.740  0.0040
H: 3.434 -1.186 -0.673  0.0029
H: 5.866 -1.606 -0.903  0.0000
H: 7.410 -1.110 0.957  0.0000
H: 6.567 -0.185 3.083  -0.0002
O: 1.675 1.500 -0.378  -0.0180
C: 1.211 0.799 -1.315  -0.0429
O: 0.280 -0.034 -0.974  0.0002
C: 1.693 0.907 -2.695  0.0031
C: 2.875 1.600 -2.932  0.0009
C: 3.348 1.713 -4.230  -0.0015
C: 2.632 1.142 -5.276  0.0024
C: 1.449 0.453 -5.033  -0.0018
C: 0.978 0.327 -3.736  0.0021
H: 3.410 2.044 -2.102  0.0003
H: 4.271 2.242 -4.426  0.0000
H: 2.999 1.237 -6.290  0.0002
H: 0.897 0.016 -5.854  -0.0001
H: 0.059 -0.205 -3.523  0.0011

=====

No. 2
Here is the molecule C4H10 at a distorted geometry from the OMol25 dataset. Energies are from ωB97M-V/def2-TZVPD.

energy above the lowest of the compared OMol25 structures with the same formula, charge and spin	46.1	kJ/mol
structure (SMILES)	CC(C)C
net charge	0
calculated total energy	-4309.8840	eV
M	58.1	g/mol

Each line ends with the natural charge from an NBO analysis.
Element x y z (Å)
C: -0.608 -1.257 0.471  -0.6139
C: -0.263 0.200 0.135  -0.2315
C: 0.985 0.707 0.796  -0.6107
C: -0.177 0.422 -1.401  -0.6048
H: -1.429 -1.763 -0.025  0.2166
H: 0.285 -1.972 0.271  0.1967
H: -0.698 -1.449 1.528  0.2110
H: -1.121 0.861 0.415  0.1938
H: 1.180 1.764 0.831  0.2158
H: 1.911 0.218 0.391  0.2028
H: 0.993 0.444 1.872  0.2060
H: -1.127 0.194 -1.881  0.2061
H: 0.158 1.471 -1.594  0.2107
H: 0.444 -0.378 -1.886  0.2013

=====

No. 3
Here is the molecule C2H4FNO3SSi at a distorted geometry from the OMol25 dataset. Energies are from ωB97M-V/def2-TZVPD.

structure (SMILES)	O=CC[Si@@](F)(S)ON=O
net charge	0
calculated total energy	-31200.0059	eV
M	169.2	g/mol

Each line ends with the natural charge from an NBO analysis.
Element x y z (Å)
O: 0.420 -2.577 1.214  -0.5158
C: 1.020 -1.575 0.554  0.4013
C: 0.237 -0.669 -0.605  -1.0370
Si: -0.242 0.993 0.241  1.9016
F: -0.021 0.800 1.986  -0.6394
S: 1.133 2.517 -0.433  -0.4627
O: -1.891 1.527 -0.044  -0.6786
N: -2.652 0.572 -0.607  0.3817
O: -2.883 -0.330 0.219  -0.2773
H: 2.156 -1.343 0.753  0.1589
H: 1.063 -0.444 -1.430  0.2710
H: -0.660 -1.309 -1.001  0.2988
H: 2.318 1.837 -0.847  0.1976

=====

No. 4
Here is C9H15MnO8P2STe4 as an isolated structure at a distorted geometry from the OMol25 dataset. Energies are from ωB97M-V/def2-TZVPD.

energy above the lowest of the compared OMol25 structures with the same formula, charge and spin	271.5	kJ/mol
2S+1	6
net charge	-1
calculated total energy	-115868.7174	eV
M	910.6	g/mol

Each line ends with the natural charge from an NBO analysis.
Element x y z (Å)
Mn: -0.643 -1.373 0.725  0.4981
Te: -0.611 -1.885 3.131  0.0368
Te: -1.358 -2.852 5.500  -0.4669
Te: -4.630 -3.729 2.848  -0.4539
Te: -2.706 -2.542 1.424  -0.0658
C: 2.009 -0.231 -2.269  -0.6478
C: 1.569 -1.572 -1.691  -0.4465
O: 2.156 -2.702 -2.324  -0.7228
P: -0.249 -1.790 -1.929  2.3395
O: -0.514 -1.765 -3.496  -0.9816
O: -0.641 -3.260 -1.559  -0.9758
O: -1.056 -0.717 -1.255  -1.0858
P: 1.811 -1.676 0.169  2.2881
O: 3.420 -1.734 0.182  -1.0069
O: 1.193 -2.983 0.581  -1.1009
O: 1.277 -0.422 0.841  -1.0961
H: 1.759 -0.173 -3.329  0.2215
H: 3.089 -0.128 -2.150  0.2256
H: 1.524 0.588 -1.738  0.2495
H: 3.059 -2.781 -1.993  0.4891
H: -0.802 -2.617 -3.850  0.5252
H: 0.034 -3.716 -1.015  0.5576
H: 3.776 -1.939 1.058  0.5193
C: -3.395 1.830 0.301  -0.8002
S: -2.155 0.843 1.153  1.3094
O: -2.505 1.010 2.580  -0.9567
C: -0.795 2.014 0.871  -0.1701
C: -0.371 2.366 -0.406  -0.2578
C: 0.746 3.173 -0.553  -0.2087
C: 1.439 3.616 0.569  -0.2161
C: 1.005 3.259 1.837  -0.1971
C: -0.113 2.449 1.992  -0.2226
H: -3.329 2.827 0.730  0.2383
H: -4.352 1.364 0.532  0.2501
H: -3.224 1.835 -0.774  0.2239
H: -0.901 2.001 -1.277  0.2217
H: 1.082 3.452 -1.545  0.2062
H: 2.323 4.230 0.451  0.2065
H: 1.544 3.598 2.712  0.2123
H: -0.466 2.136 2.967  0.2611

=====

No. 5
Here is C17H34FGeN4Sr as an isolated structure at a distorted geometry from the OMol25 dataset. Energies are from ωB97M-V/def2-TZVPD.

energy above the lowest of the compared OMol25 structures with the same formula, charge and spin	135.0	kJ/mol
net charge	-1
calculated total energy	-84205.4166	eV
M	473.7	g/mol

Each line ends with the natural charge from an NBO analysis.
Element x y z (Å)
Sr: 0.341 0.836 -0.996  0.2498
N: -2.106 1.798 -0.451  -0.9462
C: -1.621 3.004 0.248  -0.2650
C: -0.148 3.343 -0.038  -0.3280
N: 0.828 2.467 0.703  -0.5610
C: 0.776 2.590 2.151  -0.2300
C: 0.399 1.301 2.890  -0.2470
N: -0.821 0.676 2.363  -0.8848
C: 2.195 2.519 0.075  -0.3137
C: 3.198 1.465 0.589  -0.2497
N: 2.644 0.189 1.013  -0.9345
H: -2.590 2.037 -1.312  0.4026
H: -2.725 1.281 0.163  0.3832
H: -1.730 2.847 1.318  0.2005
H: -2.169 3.914 -0.009  0.2034
H: 0.095 4.392 0.167  0.2092
H: -0.013 3.238 -1.132  0.2222
H: 0.066 3.387 2.397  0.1886
H: 1.745 2.941 2.523  0.1968
H: 0.310 1.550 3.954  0.1680
H: 1.220 0.600 2.774  0.2304
H: -1.613 0.844 2.970  0.3596
H: -0.704 -0.327 2.293  0.3711
H: 2.602 3.532 0.186  0.2116
H: 2.120 2.399 -1.031  0.2010
H: 3.686 1.932 1.450  0.1865
H: 3.967 1.382 -0.192  0.1999
H: 3.365 -0.309 1.525  0.3693
H: 2.330 -0.511 0.315  0.4081
F: 0.727 -6.688 0.634  -0.3549
C: 0.220 -5.452 0.343  0.3224
C: 0.613 -4.373 1.010  -0.2255
C: 0.172 -2.994 0.579  -0.3076
C: -1.043 -3.031 -0.322  0.0164
C: -1.844 -1.971 -0.468  -0.4479
C: -1.286 -4.245 -1.088  -0.1993
C: -0.704 -5.409 -0.761  -0.2651
H: 1.348 -4.456 1.801  0.2129
H: -0.092 -2.433 1.487  0.1798
H: -1.702 -1.089 0.149  0.1671
H: -2.621 -1.961 -1.222  0.2019
H: -1.995 -4.193 -1.906  0.2088
H: -0.897 -6.326 -1.303  0.2193
C: 3.690 -1.887 -2.118  -1.0912
Ge: 2.064 -2.968 -1.784  1.5903
C: 0.914 -2.732 -3.367  -1.0954
C: 2.690 -4.861 -1.913  -1.0938
C: 1.343 -2.289 -0.132  -1.1790
H: 4.344 -2.387 -2.837  0.2158
H: 4.255 -1.734 -1.195  0.2103
H: 3.431 -0.907 -2.525  0.2333
H: 1.525 -2.811 -4.269  0.2192
H: 0.440 -1.748 -3.374  0.2295
H: 0.135 -3.494 -3.416  0.2175
H: 3.308 -4.978 -2.807  0.2107
H: 1.862 -5.566 -1.978  0.2161
H: 3.293 -5.122 -1.040  0.2161
H: 2.174 -2.255 0.589  0.1707

=====

No. 6
Here is a 10-piece molecular cluster, C5H30NO10S overall at a distorted geometry from the OMol25 dataset. Energies are from ωB97M-V/def2-TZVPD.

energy above the lowest of the compared OMol25 structures with the same formula, charge and spin	0.0	kJ/mol
2S+1	2
net charge	0
calculated total energy	-38470.3853	eV
M	296.4	g/mol

Each line ends with the natural charge from an NBO analysis.
Element x y z (Å)
C: 2.145 -0.434 -2.506  -0.0774
O: 2.928 -1.167 -1.590  -0.7494
C: 1.309 0.641 -1.740  -0.0772
C: -0.115 0.104 -1.550  -0.4350
C: -1.054 1.092 -0.853  -0.5992
S: -1.355 2.599 -1.818  0.8056
C: -0.609 3.822 -0.745  -0.8402
N: 1.901 0.996 -0.461  -0.8767
H: 2.891 0.035 -3.158  0.1800
H: 1.496 -1.120 -3.086  0.1651
H: 1.304 1.570 -2.343  0.1714
H: -0.496 -0.247 -2.517  0.2163
H: -0.108 -0.790 -0.914  0.2532
H: -0.681 1.411 0.122  0.2809
H: -2.024 0.602 -0.671  0.2953
H: 0.474 3.682 -0.656  0.2773
H: -0.812 4.815 -1.133  0.2492
H: -1.004 3.695 0.275  0.3436
H: 2.901 1.129 -0.552  0.3888
H: 1.739 0.255 0.210  0.3874
H: -0.361 -3.318 -0.484  0.4800
H: -1.019 -4.054 -1.635  0.4632
O: -0.173 -4.008 -1.170  -0.9807
H: 1.356 2.399 1.097  0.4846
H: 1.216 1.572 2.375  0.5142
O: 0.960 2.441 1.980  -1.0025
H: -2.213 -1.534 -1.885  0.4549
H: -1.997 -2.060 -0.447  0.4947
O: -2.706 -1.880 -1.137  -0.9942
H: 2.345 -1.520 -0.878  0.4959
H: 1.974 -2.860 0.704  0.4913
O: 1.603 -1.972 0.629  -1.0543
H: 1.889 -0.688 2.253  0.4930
H: 0.769 -0.319 3.180  0.5025
O: 1.681 -0.022 2.934  -0.9998
H: -1.965 1.635 1.333  0.4977
H: -0.754 2.517 1.691  0.5004
O: -1.702 2.580 1.413  -1.0160
H: 0.552 -2.099 0.673  0.5066
H: -1.202 -3.071 1.152  0.4918
O: -0.861 -2.266 0.718  -1.1997
H: -3.103 -0.212 0.499  0.4951
H: -1.752 -0.798 0.921  0.5146
O: -2.379 -0.055 1.113  -0.9976
H: -1.453 -0.425 3.078  0.4857
H: -0.755 -1.578 2.351  0.4954
O: -0.779 -1.096 3.226  -0.9755

=====

Among the records above, which one has the highest net charge?
C40H33As2CrNO2S2

=====

Look up the calculated total energy of the fourth one.
-115868.7174 eV

=====

Number 1 is which compound?
C40H33As2CrNO2S2